Record 1
The following is a quantum chemistry calculation of 3 unconnected molecules or ions with the total composition C3H12N2O2 in a non-equilibrium geometry, from OMol25.

Geometry (Å):
C1 0.661636 1.408874 1.657668
C2 -0.204601 0.281863 1.215383
N1 -1.337999 0.538259 0.426655
C3 0.210084 -0.980362 1.369495
N2 -0.547916 -2.081475 0.864369
H1 1.654192 1.056322 1.937069
H2 0.847137 2.082399 0.814560
H3 0.330390 1.956588 2.545808
H4 -1.718825 1.455419 0.621303
H5 -2.070384 -0.139665 0.569578
H6 0.900182 -1.239050 2.160910
H7 -0.922313 -1.789607 -0.020448
H8 0.072619 -2.812060 0.536044
O1 -0.038492 -1.322860 -2.358150
H9 -0.071229 -0.781095 -3.155184
H10 0.321362 -2.179746 -2.600951
O2 1.089069 1.949283 -2.006541
H11 0.964596 1.187525 -1.422903
H12 0.212447 2.351441 -2.005922

Forces on atoms 1 to 3 (eV/Å):
0.4306 0.3864 0.2645
0.7812 -0.9036 -0.0211
-0.1378 0.8577 -0.0433

HOMO	-7.35	eV
2S+1	1
gap between HOMO and LUMO	8.004	eV
energy above the lowest of the compared OMol25 structures with the same formula, charge and spin	28.4	kcal/mol
SMILES string	C/C(N)=C/N.O.O
net charge	0



Record 2
The following is a quantum chemistry calculation of a molecular structure, C3H12N2O2, from OMol25.

Geometry (Å):
C1 0.725897 0.692001 -0.859210
C2 1.594534 1.362502 0.176139
N1 0.287362 -1.458915 0.333706
N2 1.506435 -1.912601 0.500354
O1 -0.183849 -1.068677 1.497989
H1 -1.031412 -0.412108 1.153882
H2 1.990137 -2.129791 -0.357085
H3 2.038179 -1.585137 1.304760
H4 0.216339 1.416304 -1.506548
H5 1.243539 -0.026951 -1.491318
H6 1.934163 0.657851 0.950096
H7 2.504956 1.816500 -0.236149
H8 1.046401 2.152518 0.695903
C3 -2.678602 -0.026496 -0.426909
O2 -1.625081 0.471181 0.395799
H9 -0.680026 0.502092 -0.212974
H10 -2.853551 0.655738 -1.263124
H11 -3.590215 -0.086284 0.169495
H12 -2.445204 -1.019726 -0.824807

Forces on atoms 1 to 3 (eV/Å):
-0.0903 -0.1243 0.1024
0.0354 0.0144 -0.0312
0.0584 0.1502 0.4520

HOMO (spin up / spin down)	-7.44 / -6.95	eV
2S+1	1
gap between HOMO and LUMO (spin up / spin down)	7.776 / 6.704	eV
energy above the lowest of the compared OMol25 structures with the same formula, charge and spin	147.2	kcal/mol
net charge	0



Record 3
The following is a quantum chemistry calculation of 3 unconnected molecules or ions with the total composition C3H12N2O2, from OMol25.

Geometry (Å):
C1 0.406214 -1.409259 -0.341737
C2 -0.723628 -0.599215 0.185418
N1 -2.011079 -1.044526 -0.228951
C3 -0.603927 0.598787 0.774878
N2 -1.727670 1.444604 0.889739
H1 0.113941 -2.428377 -0.596133
H2 1.329684 -1.346703 0.217341
H3 0.654495 -1.031613 -1.320862
H4 -2.702137 -0.647997 0.392703
H5 -2.076889 -2.060820 -0.153364
H6 0.406132 0.933505 0.992585
H7 -1.597597 2.236009 1.498738
H8 -2.180870 1.643721 0.010701
O1 0.241914 -1.579431 3.367197
H9 0.025435 -2.027519 2.542765
H10 -0.348460 -0.817865 3.422455
O2 3.313595 2.837994 -3.626038
H11 3.525638 3.171957 -4.506612
H12 3.955212 2.126741 -3.520824

Forces on atoms 1 to 3 (eV/Å):
0.0504 -0.0242 -0.6131
-0.7308 0.2467 0.0354
0.3586 -0.4674 0.3326

HOMO	-7.57	eV
2S+1	1
gap between HOMO and LUMO	8.375	eV
energy above the lowest of the compared OMol25 structures with the same formula, charge and spin	30.7	kcal/mol
SMILES string	C/C(N)=C/N.O.O
net charge	0



Record 4
The following is a quantum chemistry calculation of 3 unconnected molecules or ions with the total composition C3H12N2O2 in a non-equilibrium geometry, from OMol25.

Geometry (Å):
C1 1.462203 1.623903 2.388108
C2 1.399874 0.433938 1.393885
N1 0.648622 -1.301466 -0.668697
C3 0.449110 0.045594 -0.839440
N2 0.937622 0.872573 0.049989
H1 2.243441 2.286226 2.037078
H2 0.453396 1.895816 2.623298
H3 1.781839 1.012143 3.235310
H4 2.394615 -0.008209 1.250208
H5 0.610084 -0.247921 1.726401
H6 1.432593 -1.377600 -0.016564
H7 0.968236 -1.881477 -1.448141
H8 -0.158940 0.189222 -1.732688
H9 -4.623396 -3.605368 -2.960202
H10 -4.379730 -5.053782 -2.751380
O1 -4.234303 -4.209081 -2.299002
H11 -0.014021 2.527372 -0.362604
H12 -0.598647 3.870413 -0.818796
O2 -0.772598 2.927712 -0.806756

Forces on atoms 1 to 3 (eV/Å):
0.8096 -2.8983 -0.4098
-1.9280 1.2281 -0.6665
2.7881 1.1250 0.4701

HOMO (spin up / spin down)	-13.60 / -13.60	eV
2S+1	2
gap between HOMO and LUMO (spin up / spin down)	9.171 / 5.134	eV
energy above the lowest of the compared OMol25 structures with the same formula, charge and spin	56.2	kcal/mol
net charge	+1